No. 1
The following is a quantum chemistry calculation of one molecule with the formula C3H9NOS2 at a distorted geometry, from the Open Molecules 2025 dataset.

The geometry in XYZ format:
```
16
Properties=species:S:1:pos:R:3:forces:R:3:nbo_charge:R:1
N 0.50210 -1.14426 1.41841 0.553 1.369 -1.462 -0.843
C 0.09635 -0.37827 0.14314 -2.412 -0.881 1.544 -0.092
C -1.52856 -0.52187 0.20231 1.521 -1.087 1.972 -0.061
O -2.00927 -1.85362 0.39037 0.320 -0.509 -0.222 -0.734
C 0.51489 1.06713 0.09432 1.496 -0.247 3.637 -0.607
S -0.12451 1.93697 -1.34132 0.984 0.898 -0.305 0.152
S 1.18364 1.78144 -2.97094 0.720 0.074 0.247 -0.161
H 1.34444 -0.69526 1.80055 -0.382 -0.210 -0.023 0.354
H 0.85084 -1.98564 0.98359 0.228 -0.561 0.509 0.356
H 0.61548 -0.84596 -0.67843 -0.562 -0.487 -0.691 0.188
H -1.95365 0.08085 1.05580 0.908 -0.087 -0.758 0.162
H -2.04916 -0.32512 -0.66710 -0.555 1.387 -2.019 0.189
H -1.45947 -2.39456 0.96466 0.173 0.483 0.320 0.473
H 1.63654 1.04168 0.43029 -1.530 0.645 -1.615 0.241
H 0.10847 1.54055 1.06780 0.036 -0.122 -1.724 0.242
H 2.27187 2.69595 -2.89346 -1.499 -0.665 0.589 0.141
```
Forces are in eV/Å.

Output
Energy relative to the best compared isomer or geometry (same formula, charge and spin) (kcal/mol): 44.3
SMILES: N[C@@H](CO)CSS
Electronic energy (Ha): -1046.0150
Kohn-Sham gap (Eh): 0.3483
Largest force on an atom (eV/Å): 3.941
E_LUMO (eV): 0.2

No. 2
The following is a quantum chemistry calculation of one molecule with the formula C5H14N2O at a distorted geometry, from the Open Molecules 2025 dataset.

The geometry in XYZ format:
```
22
Properties=species:S:1:pos:R:3:forces:R:3:nbo_charge:R:1
C -2.72002 -0.19698 -0.21637 2.351 3.057 -3.054 -0.634
C 1.59861 1.00205 -1.30105 2.290 1.042 4.457 -0.396
C 1.50572 0.44392 1.08808 3.511 1.408 1.404 -0.448
C 0.08932 -1.57707 0.07831 -0.838 -0.518 -0.342 -0.469
C -1.49529 0.41624 0.44320 2.432 -1.899 -0.306 0.273
N 0.77723 0.67070 -0.11749 2.814 0.603 -0.349 -0.320
N -0.26524 -0.18973 -0.32274 -1.143 -0.536 -0.250 -0.310
O -1.38981 1.81016 0.44264 -0.611 -1.140 0.272 -0.694
H -2.74273 -0.14672 -1.37312 0.886 -0.095 1.725 0.217
H -2.71564 -1.16402 0.05954 -0.893 -3.285 1.075 0.214
H -3.49436 0.43586 -0.01481 -2.747 0.882 1.354 0.225
H 1.17282 0.58383 -2.08083 -2.592 -1.137 -4.108 0.208
H 1.71320 2.08462 -1.25700 0.105 -0.028 -0.808 0.200
H 2.61287 0.52567 -1.32842 -0.445 0.320 0.667 0.168
H 0.79429 0.21782 1.79448 -1.581 -0.992 1.933 0.188
H 2.36688 -0.36201 1.21515 -1.562 1.305 -0.901 0.173
H 1.96166 1.39968 1.60180 -0.548 -1.315 -1.569 0.199
H 1.16863 -1.69944 0.00026 0.037 0.219 0.126 0.209
H -0.17755 -1.67039 1.19829 0.096 -0.813 -1.693 0.181
H -0.25892 -2.40025 -0.68620 -0.207 1.577 1.907 0.218
H -1.26150 -0.02217 1.49736 -1.233 0.806 -1.062 0.113
H -0.52915 1.92396 0.87750 -0.123 0.541 -0.478 0.484
```
Forces are in eV/Å.

Output
Energy relative to the best compared isomer or geometry (same formula, charge and spin) (kcal/mol): 117.5
SMILES: C[C@H](O)N(C)N(C)C
Electronic energy (Ha): -383.5134
Kohn-Sham gap (Eh): 0.3485
Largest force on an atom (eV/Å): 5.118
E_LUMO (eV): 0.9

No. 3
The following is a quantum chemistry calculation of one molecule with the formula C5H10OS at a distorted geometry, from the Open Molecules 2025 dataset.

The geometry in XYZ format:
```
17
Properties=species:S:1:pos:R:3:forces:R:3:nbo_charge:R:1
C 0.01057 -0.79528 -1.60579 0.343 -0.283 -1.039 -0.603
C 0.32279 -0.09235 -0.30737 -0.369 0.184 1.081 -0.350
C 1.26387 -0.93153 0.51309 0.258 -0.649 0.272 -0.494
C -1.03973 0.11065 0.36271 -0.367 -0.340 0.800 0.624
C -1.54463 1.53031 0.42965 0.228 0.107 -0.620 -0.727
H 0.94127 -1.05593 -2.12560 -0.166 0.094 -0.032 0.213
H -0.56768 -1.73447 -1.49453 0.295 0.610 0.347 0.232
H -0.55840 -0.13094 -2.25225 -0.085 -0.026 -0.223 0.216
H 0.85041 0.87109 -0.38781 -0.549 -0.058 -0.623 0.209
H 2.16185 -1.06714 -0.10041 0.035 -0.119 0.413 0.217
H 0.80450 -1.91619 0.67363 0.226 0.159 0.117 0.238
H 2.39820 0.76981 1.94113 -0.210 -0.343 -0.254 0.117
H -1.19741 1.93724 1.39626 0.019 0.167 -0.596 0.252
H -1.22216 2.10113 -0.46584 0.300 -0.065 0.822 0.217
H -2.61698 1.56490 0.39075 -0.586 -0.211 0.357 0.235
O -1.67497 -0.82021 0.82910 0.700 0.689 -0.550 -0.551
S 1.66849 -0.34108 2.20328 -0.072 0.083 -0.271 -0.043
```
Forces are in eV/Å.

Output
Energy relative to the best compared isomer or geometry (same formula, charge and spin) (kcal/mol): 4.4
SMILES: CC(=O)[C@H](C)CS
Electronic energy (Ha): -669.9294
Kohn-Sham gap (Eh): 0.3690
Largest force on an atom (eV/Å): 1.157
E_LUMO (eV): 0.8

No. 4
The following is a quantum chemistry calculation of C40H94InN6O15 as an isolated structure at a distorted geometry, from the Open Molecules 2025 dataset.

The geometry in XYZ format:
```
156
Properties=species:S:1:pos:R:3:forces:R:3:lowdin_charge:R:1
In -1.47585 -24.10326 16.13787 -0.002 -0.180 -0.320 1.046
C 1.98289 -25.51676 12.59198 -2.303 2.906 2.053 0.187
C 1.23658 -24.82881 13.65552 0.034 -0.361 2.146 -0.265
C 2.02685 -24.52032 15.06476 -1.256 0.693 -0.455 -0.238
O 1.35637 -24.24063 16.05918 1.133 -0.472 -1.780 -0.002
C 3.47516 -24.36256 14.96721 -2.700 -0.924 0.748 0.157
C 4.13168 -24.85258 13.84895 5.900 1.024 -2.806 -0.258
C 3.37256 -25.45420 12.61997 1.539 -3.481 -1.801 -0.283
O 3.83683 -26.17922 11.67788 0.811 2.405 2.468 0.123
O 5.43505 -24.67844 13.73685 -4.898 -1.064 0.274 0.055
O 0.04286 -24.59980 13.67173 0.701 -0.073 -0.481 0.038
H 1.37842 -25.84682 11.76007 0.348 -0.606 -0.213 0.131
H 3.91249 -23.95042 15.86458 0.675 0.210 -0.168 0.148
C 3.61657 -30.31324 14.52897 0.115 -0.269 -1.992 -0.049
C 4.35946 -29.10214 14.94228 0.850 0.915 0.794 -0.442
C 5.73265 -28.83225 14.31158 1.631 -2.308 1.237 -0.137
O 6.53922 -30.02782 14.64557 -1.101 1.096 -0.832 -0.199
C 7.91169 -30.05107 14.30552 0.148 1.215 0.159 -0.115
N 3.57035 -27.89592 14.75594 -0.964 0.614 -0.275 0.070
H 4.24605 -31.19176 14.67057 -0.439 -0.100 0.488 0.093
H 3.51512 -30.25507 13.44527 -0.263 -0.134 -0.411 0.086
H 2.59913 -30.32455 14.91983 0.368 -0.390 0.379 0.061
H 4.47931 -29.25465 16.01489 0.496 0.491 0.206 0.146
H 6.19898 -27.98334 14.81156 -0.035 0.325 0.219 0.114
H 5.79880 -28.61352 13.24580 -0.496 -0.279 -0.275 0.117
H 8.49230 -29.43873 14.99547 0.211 -0.895 1.426 0.076
H 8.27007 -29.41721 13.49442 -1.044 -0.559 -1.474 0.064
H 8.15905 -31.10725 14.19884 0.503 0.391 0.145 0.096
H 3.41511 -27.77448 13.76535 -0.210 -0.331 -0.434 0.055
H 4.12298 -27.07891 14.97316 0.287 0.090 0.555 0.050
C 9.06862 -26.23338 13.65857 -0.079 2.506 -1.516 -0.041
C 8.43378 -25.79202 12.28800 2.128 -0.520 -0.970 -0.414
C 9.51456 -25.59316 11.13930 -1.434 0.063 0.007 -0.137
O 8.75425 -25.23092 9.92588 1.432 -0.097 0.457 -0.232
C 9.50980 -24.96677 8.69934 -0.913 -0.543 0.723 -0.075
N 7.54421 -26.83406 11.82194 -0.759 -0.221 0.163 0.046
H 8.33724 -26.08904 14.45377 -0.162 -1.088 0.040 0.056
H 9.77377 -25.44166 13.91164 0.483 -0.003 0.045 0.064
H 9.63970 -27.15349 13.53466 -0.597 -0.172 0.370 0.078
H 7.75979 -24.93560 12.26875 0.943 0.988 0.836 0.119
H 10.03783 -26.53615 10.98102 -0.019 -0.210 -0.080 0.122
H 10.25842 -24.84954 11.42533 -0.091 0.365 -0.217 0.115
H 10.36942 -24.31961 8.87355 -0.220 0.265 -0.005 0.089
H 8.75581 -24.57466 8.01682 0.248 0.651 0.194 0.067
H 9.84315 -25.84362 8.14426 0.210 -0.519 0.589 0.072
H 6.72945 -26.46645 12.29218 -1.093 -1.037 0.103 0.035
H 7.35750 -26.53663 10.87495 -0.151 -0.406 -0.645 0.037
C 1.76411 -20.20216 12.23720 -0.034 1.764 0.569 -0.038
C 2.98489 -21.07289 12.02760 -0.543 0.754 0.293 -0.423
C 3.67467 -21.29719 13.37680 1.498 0.263 -1.045 -0.199
O 4.24552 -20.06327 13.85580 -1.253 -1.887 -0.226 -0.163
C 4.96475 -20.27458 15.07249 -0.225 1.422 -1.010 -0.070
N 2.53676 -22.25115 11.34702 0.660 -0.567 -0.272 0.073
H 1.63219 -19.99182 13.29854 0.095 0.304 0.121 0.067
H 0.77036 -20.49315 11.89679 0.463 -0.713 -0.492 0.070
H 2.00870 -19.26886 11.73003 -0.484 0.328 0.274 0.088
H 3.67290 -20.56513 11.35165 0.104 0.038 0.135 0.149
H 4.50168 -22.00518 13.32291 0.473 -0.189 -0.633 0.108
H 2.98401 -21.88643 13.98001 -0.750 0.708 1.111 0.108
H 4.23691 -20.56087 15.83168 0.451 -0.104 0.418 0.092
H 5.37617 -19.27276 15.19572 0.004 -0.111 0.893 0.099
H 5.82239 -20.93744 14.95770 -0.288 -0.466 0.032 0.067
H 2.11405 -22.85558 12.03702 0.043 -0.546 -0.132 0.046
H 3.35585 -22.62571 10.88997 -0.155 -0.988 0.020 0.092
C 0.25418 -29.24904 16.21608 1.244 -0.355 -0.462 -0.055
C -0.28208 -27.89331 16.48524 1.219 1.259 2.582 -0.449
C 0.71768 -27.08983 17.35290 -0.407 -0.662 0.779 -0.181
O 0.15906 -25.89210 17.91233 0.327 -1.014 -0.650 -0.305
C 1.03125 -25.25020 18.82504 -0.313 2.028 -0.750 -0.111
N -0.61957 -27.17701 15.30030 -1.170 0.222 -0.462 0.079
H 0.68673 -29.66262 17.12710 -0.277 -0.462 -0.077 0.096
H 1.07877 -29.10421 15.51810 0.176 -0.279 -0.120 0.054
H -0.47640 -29.89441 15.72839 0.006 -0.100 0.344 0.080
H -1.07632 -28.04581 17.21601 -0.956 0.496 -0.552 0.151
H 1.66400 -26.88327 16.85300 0.106 0.108 -0.324 0.110
H 0.92846 -27.73096 18.20884 0.369 -0.211 0.067 0.127
H 2.10823 -25.28855 18.66153 0.116 -1.314 -0.066 0.095
H 0.74968 -25.34614 19.87367 0.036 -0.365 -0.129 0.101
H 0.92458 -24.21713 18.49416 -0.358 0.570 0.805 0.061
H 0.19288 -27.09872 14.70540 0.648 0.134 0.161 0.064
H -1.11735 -27.89616 14.79519 -0.895 0.397 -0.747 0.040
C 8.56651 -22.83534 17.00283 -0.019 1.468 0.196 -0.078
C 7.70021 -22.98676 15.75573 0.396 -1.689 1.383 -0.284
O 6.37665 -23.30539 16.23704 -0.015 0.688 -0.457 -0.111
H 9.38550 -22.14561 16.79879 0.327 -0.267 -0.129 0.072
H 8.95045 -23.69270 17.55570 -0.232 -0.343 -0.632 0.077
H 7.97537 -22.27024 17.72347 -0.204 -0.010 0.127 0.073
H 8.01298 -23.87423 15.20559 0.305 0.222 -0.446 0.088
H 7.77170 -22.10270 15.12214 -0.338 0.099 0.055 0.105
H 5.90111 -23.55969 15.44282 -0.064 -0.230 -0.197 0.003
C -0.15607 -25.40964 9.00332 -0.607 -0.048 0.274 -0.065
C -0.95331 -24.14091 9.25728 0.384 0.399 -0.099 -0.298
O -0.08642 -23.17687 9.84128 -0.471 0.496 -0.048 -0.089
H -0.73204 -26.07878 8.36409 0.334 -0.239 0.012 0.085
H 0.05255 -25.89817 9.95512 -0.336 -0.318 0.211 0.034
H 0.84470 -25.21633 8.61707 -0.286 0.284 -0.575 0.086
H -1.86004 -24.24090 9.85390 0.111 -0.707 0.648 0.085
H -1.41158 -23.71358 8.36538 0.727 0.131 -0.454 0.117
H 0.54938 -23.62404 10.40466 0.069 0.106 -0.038 0.031
C -1.44263 -27.91754 11.58894 -0.546 1.569 -0.888 -0.089
C -2.02133 -29.17798 12.11345 0.946 -0.334 0.169 -0.294
O -1.66626 -29.20629 13.48614 -0.314 -0.766 0.559 -0.107
H -1.81060 -27.68928 10.58864 0.270 -0.248 -0.276 0.080
H -0.35427 -27.86071 11.60746 0.038 -0.511 -0.105 0.072
H -1.77028 -27.04317 12.15126 -0.231 -0.036 0.469 0.067
H -1.49495 -30.03037 11.68395 -0.311 -0.084 -0.602 0.122
H -3.09747 -29.31015 12.00136 -0.053 0.292 -0.247 0.120
H -1.70067 -30.14748 13.67206 0.095 -0.039 0.775 0.090
C 10.68344 -25.60660 4.74460 0.648 0.799 -1.050 -0.134
O 9.56544 -25.85852 5.51316 -0.956 0.615 1.261 -0.230
C 8.44465 -24.99819 5.14248 -0.048 -1.886 -0.023 -0.180
C 7.58056 -25.83218 4.20640 -0.793 -0.103 -0.426 -0.202
N 6.74374 -26.92126 4.80617 0.967 0.968 0.262 -0.051
C 7.43563 -27.98524 5.60603 -1.093 1.338 0.548 -0.142
C 7.14460 -27.77673 7.16446 0.315 -0.869 -0.764 -0.197
O 5.74285 -27.65092 7.40498 -0.710 1.547 1.552 -0.201
C 5.41631 -27.07213 8.74704 0.546 -0.393 -1.174 -0.065
H 10.37127 -25.54102 3.70232 0.286 0.047 -0.366 0.085
H 11.48628 -26.34176 4.80031 -0.475 -0.448 0.406 0.093
H 11.14383 -24.65879 5.02355 0.066 0.323 -0.025 0.087
H 8.72446 -24.02730 4.73360 0.442 -0.101 -0.155 0.122
H 7.81382 -24.81094 6.01143 0.363 0.012 0.394 0.103
H 8.13491 -26.21484 3.34945 0.537 -0.468 0.340 0.112
H 6.94797 -25.13653 3.65505 -0.735 0.042 0.340 0.109
H 6.14318 -26.51585 5.50978 -0.597 0.446 -0.335 0.073
H 8.50201 -27.88874 5.40205 -0.075 -0.627 0.269 0.102
H 6.95540 -28.89048 5.23453 0.553 -0.417 0.451 0.104
H 7.71015 -26.94183 7.57823 -0.081 0.447 -0.252 0.091
H 7.48271 -28.64372 7.73201 0.270 -0.321 -0.102 0.115
H 5.70178 -27.76026 9.54270 -0.017 -0.163 -0.062 0.077
H 4.36815 -26.79334 8.85547 -0.259 -0.789 -0.625 0.066
H 5.87637 -26.10720 8.96005 0.820 0.012 -0.449 0.072
C 0.42526 -20.79998 16.86928 -1.119 0.419 -0.502 -0.064
O -0.23638 -21.35540 15.70901 -0.139 -1.233 0.870 -0.320
C -1.02711 -20.48818 14.91427 0.552 0.950 -0.928 -0.201
C -1.45688 -21.20711 13.60484 2.334 -0.997 1.107 -0.199
N -2.47724 -22.25479 13.79267 0.460 0.236 -0.005 -0.065
C -2.49085 -23.08597 12.56882 -0.818 -0.147 -1.124 -0.203
C -3.59156 -24.16700 12.48166 0.481 1.330 -0.286 -0.250
O -3.53944 -25.02035 13.56570 -0.154 -0.821 0.953 -0.252
C -4.64154 -25.95668 13.59812 -0.031 1.824 -0.044 -0.047
H 1.14122 -21.52402 17.25819 -0.281 -0.082 -0.116 0.084
H -0.33763 -20.52033 17.59585 0.027 -0.360 0.388 0.093
H 0.93575 -19.85558 16.68059 0.264 -0.002 -0.601 0.089
H -0.30586 -19.68073 14.78808 -0.269 0.513 -1.200 0.112
H -1.88857 -19.96203 15.32556 -0.298 -0.607 1.024 0.126
H -0.55683 -21.76601 13.34862 0.265 0.005 -0.242 0.091
H -1.60818 -20.55907 12.74157 -0.428 0.406 0.188 0.128
H -3.30511 -21.68589 13.68737 -0.877 -0.456 0.587 0.116
H -1.57131 -23.56333 12.23017 0.451 0.424 0.905 0.087
H -2.71270 -22.33329 11.81228 -0.057 -0.416 -0.915 0.121
H -3.50153 -24.76248 11.57314 0.299 0.211 -0.464 0.116
H -4.52450 -23.61249 12.38052 -0.621 -0.205 0.374 0.121
H -5.06507 -25.84065 14.59575 0.243 -0.963 0.165 0.095
H -4.35791 -26.94589 13.23878 -0.003 -0.011 0.407 0.086
H -5.42488 -25.52845 12.97274 -0.133 -0.353 -0.367 0.084
```
Forces are in eV/Å.

Output
Energy relative to the best compared isomer or geometry (same formula, charge and spin) (kcal/mol): 121.0
Electronic energy (Ha): -3226.9640
Kohn-Sham gap (Eh): 0.0640
Largest force on an atom (eV/Å): 6.613
Charge: +1
E_LUMO (eV): -8.0

> Kohn-Sham gap of number 2 (C5H14N2O)?

0.3485 Eh

> What is the formula in the third record?

C5H10OS